[1]
# C4HBBrF6N

An isolated molecule of C4HBBrF6N (wB97M-V/def2-TZVPD, the Open Molecules 2025 dataset).

```
14
Properties=species:S:1:pos:R:3
B 0.135 0.178 0.344
C -1.945 -0.504 1.654
C -1.355 -0.245 0.470
C 1.081 -1.208 -0.226
C 0.320 1.372 -1.085
N -2.549 -0.752 2.623
F 0.929 -2.254 0.598
F 2.356 -0.858 -0.228
F 0.743 -1.661 -1.476
F -0.337 2.476 -0.736
F 1.646 1.695 -1.232
F -0.256 1.058 -2.317
Br 1.158 0.927 2.049
H -1.926 -0.224 -0.437
```

Calculated values
lowest unoccupied orbital energy (spin up / spin down): -4.71 / -4.70 eV
spin multiplicity: 1

---

[2]
# C4HBr2F6NO

An isolated molecule of C4HBr2F6NO (wB97M-V/def2-TZVPD, the Open Molecules 2025 dataset).

```
15
Properties=species:S:1:pos:R:3
O 2.390 -0.873 -1.738
C 1.351 -1.333 -1.415
Br 0.771 -2.969 -2.096
N 0.346 -0.962 -0.394
C 0.047 0.119 0.518
Br 1.299 0.300 2.142
C -1.468 0.137 1.043
F -1.708 -0.991 1.732
F -1.775 1.208 1.793
F -2.244 0.102 -0.012
C 0.217 1.477 -0.173
F -0.493 1.602 -1.332
F 1.518 1.528 -0.474
F -0.062 2.517 0.588
H -0.188 -1.862 -0.179
```

Calculated values
lowest unoccupied orbital energy: -0.31 eV
spin multiplicity: 1

---

[3]
# C4HCl2N

An isolated molecule of C4HCl2N (wB97M-V/def2-TZVPD, the Open Molecules 2025 dataset).

```
8
Properties=species:S:1:pos:R:3
N -3.725 0.040 -0.456
C -2.562 -0.045 -0.349
C -1.197 -0.115 -0.039
C 0.014 -0.063 0.093
C 1.463 0.030 0.279
Cl 2.106 1.520 -0.412
Cl 2.243 -1.443 -0.425
H 1.659 0.075 1.309
```

Calculated values
lowest unoccupied orbital energy: -0.22 eV
spin multiplicity: 1

---

[4]
# C4HClF2O

An isolated molecule of C4HClF2O (wB97M-V/def2-TZVPD, the Open Molecules 2025 dataset).

```
9
Properties=species:S:1:pos:R:3
O 0.326 -0.289 2.214
C 0.208 -0.044 1.060
C -0.708 0.849 0.367
Cl -1.538 2.209 0.964
C -0.389 0.145 -0.966
C 0.658 -0.619 -0.357
F 0.421 -1.973 -0.585
F 1.995 -0.366 -0.755
H -0.973 0.088 -1.942
```

Calculated values
lowest unoccupied orbital energy: -1.16 eV
spin multiplicity: 1

---

Number 1: total energy -92675.822 eV. Number 2: total energy -164091.613 eV. Number 3: total energy -30696.474 eV. Number 4: total energy -24166.221 eV.